Record 1
Density functional theory data (ωB97M-V/def2-TZVPD) for a single C19H25N3O4 molecule.

Computed properties:
Frontier orbital gap   8.24 eV
Energy above the lowest of the compared OMol25 structures with the same formula, charge and spin   3.2071 eV
HOMO   -7.439 eV
SMILES   COC(=O)NC[C@H](c1ccco1)N1CCN(c2ccc(OC)cc2)CC1

The geometry in ORCA input format:
```
! RIJCOSX wB97M-V def2-TZVPD def2/J DEFGRID3
* xyz 0 1
O -3.5178 1.7941 0.8936
O 7.5328 -0.4554 0.0933
O -6.4011 -1.0498 0.2971
O -4.7054 -2.4599 0.8099
N -0.8591 -0.0069 -0.4711
N 1.9663 -0.2064 -0.1383
N -4.4855 -0.8822 -0.8168
C -2.2633 -0.0727 -0.0750
C -4.0207 2.9886 0.5365
C -3.7199 3.2655 -0.7600
C 4.1207 -1.0161 -0.9923
C 4.0484 0.4865 0.8600
C 1.2989 1.0770 -0.1757
C -7.2160 -1.7204 1.2464
C 8.2554 0.2543 1.0662
C -0.1192 0.9292 0.3622
C -0.1858 -1.2944 -0.4193
C -5.1457 -1.5414 0.1679
C -2.8822 1.2874 -0.1824
C 1.2459 -1.1641 -0.9425
C 6.1689 -0.3359 0.0849
C 5.4264 0.4471 0.9600
C 5.4946 -1.0683 -0.8886
C -2.9805 2.1537 -1.2329
C -3.0616 -1.0395 -0.9828
C 3.3618 -0.2355 -0.1164
H -2.5639 2.0189 -2.2093
H -0.7141 -2.0066 -1.0517
H -7.3712 -2.7597 0.9496
H -0.0771 0.5823 1.4095
H -4.5631 3.5354 1.2816
H 1.8462 1.8031 0.4233
H -0.1575 -1.6876 0.6114
H 3.4966 1.0823 1.5713
H 7.9791 -0.0549 2.0801
H 9.3029 0.0132 0.8911
H 1.7306 -2.1382 -0.8631
H 3.6421 -1.5843 -1.7740
H 5.9058 1.0257 1.7343
H -3.9881 4.1430 -1.3116
H 8.1132 1.3359 0.9664
H 6.0742 -1.6727 -1.5686
H -2.3786 -0.4088 0.9730
H -4.9162 -0.0406 -1.1675
H -8.1611 -1.1838 1.2632
H -0.6170 1.8999 0.3349
H 1.2074 -0.8616 -2.0020
H 1.2407 1.4510 -1.2117
H -2.8390 -2.0744 -0.7209
H -2.8015 -0.8492 -2.0254
H -6.7466 -1.7028 2.2320
*
```

Results of the Mulliken charge analysis, in e, for atoms 1 through 4: atom 1 (O): -0.362, atom 2 (O): -0.461, atom 3 (O): -0.405, atom 4 (O): -0.622

Record 2
Density functional theory data (ωB97M-V/def2-TZVPD) for a molecular structure, C19H25N3PdSSi.

Computed properties:
Frontier orbital gap (spin up / spin down)   5.84 / 5.76 eV
Energy above the lowest of the compared OMol25 structures with the same formula, charge and spin   2.8688 eV
HOMO (spin up / spin down)   -5.661 / -5.645 eV

The geometry in ORCA input format:
```
! RIJCOSX wB97M-V def2-TZVPD def2/J DEFGRID3
* xyz 0 3
Pd 0.4181 0.3986 0.2356
S -1.4959 0.6566 2.2870
Si 1.5459 3.6935 -2.1133
N -2.5066 -0.8588 0.1502
N -3.1749 -1.2700 2.3160
N -1.7981 -0.1207 -0.8449
C 0.0744 5.5549 -3.9781
C 1.6528 -0.5669 -1.1278
C 2.5995 4.9134 -1.1660
C 4.3233 6.6078 -1.1722
C 1.4503 -1.0835 1.1350
C 3.8635 5.3850 0.8456
C -2.3817 -0.5453 1.4811
C 2.3752 0.4250 -0.3729
C 1.0589 -1.4953 -0.2039
C -0.9159 3.7892 -0.5811
C 1.0768 4.5944 -3.6894
C -0.0677 6.0750 -5.2760
C 2.8059 4.7333 0.2234
C 4.6619 6.2921 0.1387
C 2.2907 0.0781 1.0258
C 1.8805 4.1664 -4.7519
C 3.2485 5.9697 -1.8100
C 0.7669 5.6389 -6.3077
C 1.7503 4.6952 -6.0354
H -1.1861 4.7924 -0.8712
H 0.6680 6.0439 -7.3254
H -3.0640 -1.1192 3.3017
H -0.8283 6.8164 -5.5158
H -3.4305 -1.1948 -0.1069
H 4.1124 5.2126 1.8859
H 2.1326 4.0899 0.7814
H 2.8477 1.2791 -0.7737
H -0.6082 5.9092 -3.2105
H -0.8803 3.0609 -1.4436
H 2.5704 0.7459 1.8123
H 2.9301 6.2922 -2.8003
H 0.3918 -2.2969 -0.4700
H 5.5343 6.7548 0.5968
H -0.0015 3.5772 0.0316
H 2.6184 3.3996 -4.5817
H 2.4137 4.3453 -6.8090
H -2.3042 0.7231 -1.1632
H -1.7216 3.3502 0.0170
H 4.8867 7.3633 -1.7194
H 1.5107 -0.5371 -2.2024
H -1.5467 -0.7269 -1.6385
H 2.2379 2.3931 -2.4579
H -3.6654 -2.1032 1.9673
H 1.0320 -1.4787 2.0460
*
```

Results of the Mulliken charge analysis, in e, for atoms 1 through 4: atom 1 (Pd): 0.495, atom 2 (S): -0.377, atom 3 (Si): 0.294, atom 4 (N): -0.193

Record 3
Density functional theory data (ωB97M-V/def2-TZVPD) for a molecular structure, C19H25N4OS8Tl.

Computed properties:
Frontier orbital gap (spin up / spin down)   4.05 / 4.05 eV
Energy above the lowest of the compared OMol25 structures with the same formula, charge and spin   1.1059 eV
HOMO (spin up / spin down)   -6.817 / -6.817 eV

The geometry in ORCA input format:
```
! RIJCOSX wB97M-V def2-TZVPD def2/J DEFGRID3
* xyz 0 1
Tl 0.7496 -0.5129 -1.4121
S 0.1315 -2.0534 -3.7133
S 0.8108 2.4975 -0.0899
S -2.7019 2.8350 -0.8607
S 0.8746 -2.0225 -6.4741
S 2.9148 -2.3412 -0.8951
S 1.1113 0.9425 -6.5479
S -1.5899 4.7929 1.9270
S 2.0220 0.8905 -3.6516
O 0.6614 -0.5533 -8.7293
N -2.1051 -2.4817 0.3330
N 0.5679 -2.3447 1.1764
N 1.8405 -2.3140 1.6830
N 4.0314 -1.7943 1.4409
C -0.0454 3.7546 -1.1455
C -1.7952 -2.6115 1.6697
C 2.8469 -2.1140 0.7745
C -4.4468 -2.7564 0.8327
C -3.4108 -2.6544 -0.0775
C -4.1331 -2.7581 2.2068
C -0.3993 -2.6561 2.0380
C -2.8278 -2.7876 2.6299
C 1.2766 0.2625 -4.9943
C -3.2646 4.3797 -0.1338
C 5.3018 -1.9565 0.8221
C -0.9127 3.1130 2.0481
C 5.8501 -3.4097 0.6178
C 0.4890 3.0767 1.5581
C -3.3119 4.4647 1.3838
C -1.3019 3.3824 -1.8888
C 0.8706 -0.6046 -7.5517
C 0.7616 -1.2277 -4.9555
C -0.0984 -2.8279 3.4799
H -1.6845 4.2238 -2.4730
H -1.4958 2.3239 1.4333
H -3.5518 -2.5094 -1.2085
H -4.9584 -2.7493 2.8565
H -2.5272 5.1931 -0.3235
H -0.6252 -2.0835 4.0791
H -3.7561 3.5129 1.8654
H 6.3375 -3.4984 -0.3929
H -5.5251 -2.6640 0.5820
H -2.5669 -2.6238 3.6996
H -4.2287 4.6099 -0.6046
H -1.1383 2.5553 -2.6057
H 0.7802 3.9115 -1.8891
H 5.9605 -1.3623 1.4685
H 5.0212 -4.1113 0.7805
H 6.6403 -3.6487 1.3329
H -3.9509 5.2859 1.7623
H 1.1208 3.9962 1.7123
H -1.0715 3.0148 3.1395
H 5.1925 -1.4315 -0.1841
H -0.2604 4.6105 -0.5447
H 3.9894 -1.8297 2.4374
H 0.9733 2.2980 2.0872
H 1.0244 -2.8188 3.5958
H -0.4670 -3.8145 3.8931
*
```

Results of the Mulliken charge analysis, in e, for atoms 1 through 4: atom 1 (Tl): 0.287, atom 2 (S): -0.128, atom 3 (S): 0.006, atom 4 (S): -0.093

Record 4
Density functional theory data (ωB97M-V/def2-TZVPD) for a single C19H25NO3 molecule.

Computed properties:
Frontier orbital gap   8.62 eV
Energy above the lowest of the compared OMol25 structures with the same formula, charge and spin   16.6979 eV
HOMO   -8.209 eV
SMILES   CCCc1cc(=O)oc2c(C)c(O)c(CN3CCCCC3)cc12

The geometry in ORCA input format:
```
! RIJCOSX wB97M-V def2-TZVPD def2/J DEFGRID3
* xyz 0 1
O 3.7885 -1.8286 -0.2626
O -0.7298 -3.0464 -0.1409
O 5.8458 -1.2860 -0.5513
N -2.4304 -0.9450 0.0838
C 4.7785 -0.8912 -0.2759
C -4.6507 0.2182 0.6440
C 2.4261 -1.2251 0.0837
C 1.7001 2.8935 -0.9394
C 3.0324 2.0712 0.8863
C 1.4035 -2.3130 -0.2031
C -0.1327 -0.7397 0.7359
C 0.2062 -2.2870 0.0956
C 0.8155 0.1112 0.7098
C 3.1826 0.7358 0.6797
C -3.1443 1.1308 -1.0694
C -4.6966 1.0049 -0.4732
C 1.8733 -3.7230 -0.5835
C -2.5484 -0.3187 -0.9652
C 3.0447 3.1590 -0.1901
C 2.0936 -0.1647 0.6464
C -3.9315 -1.0875 0.7553
C -1.6122 -0.5863 1.1981
C 4.4003 0.2957 0.4718
H -3.1014 1.2498 -2.1345
H 0.5825 0.9382 1.2613
H -3.8618 -1.5902 1.6327
H 3.7554 2.6402 1.5625
H -4.4757 -1.8994 -0.0839
H -1.7284 -0.8366 2.1077
H 2.3028 -4.1878 0.2740
H 2.0638 2.2030 1.6801
H -5.1099 1.8650 -0.4509
H 1.0821 -4.3986 -0.7218
H -1.6360 -2.5914 0.3614
H 2.4230 -3.6055 -1.2125
H -4.1299 0.8227 1.3475
H 3.9397 3.1307 -0.8336
H -2.9236 -0.9820 -1.8715
H -5.6211 0.1859 1.0180
H 0.8777 2.9079 -0.4013
H -1.4412 -0.1211 -1.6868
H 2.9260 4.1721 0.1320
H -2.5361 1.8477 -0.5054
H 5.2335 1.0524 0.4008
H 1.7773 3.4967 -1.8944
H 1.7286 1.7593 -1.3449
H -1.7133 0.4814 1.2963
H -5.1285 0.2813 -1.2685
*
```

Results of the Mulliken charge analysis, in e, for atoms 1 through 4: atom 1 (O): -0.537, atom 2 (O): -0.710, atom 3 (O): -0.580, atom 4 (N): 0.093

Among the records above, which one has the highest energy above the lowest of the compared OMol25 structures with the same formula, charge and spin? C19H25NO3